{"formula": "C40H112N8O16", "method": "ωB97M-V with the def2-TZVPD basis set", "smiles": "COC[C@H](C)N.COC[C@H](C)N.COC[C@H](C)N.COC[C@H](C)N.COC[C@H](C)N.COC[C@H](C)N.COC[C@H](C)N.COC[C@H](C)N.OCCO.OCCO.OCCO.OCCO", "relative_energy_kcal_mol": 253.2, "gap_ev": 9.17, "lumo_energy_ev": 0.4, "symbols": ["C", "C", "C", "O", "C", "N", "H", "H", "H", "H", "H", "H", "H", "H", "H", "H", "H", "C", "C", "C", "O", "C", "N", "H", "H", "H", "H", "H", "H", "H", "H", "H", "H", "H", "C", "C", "C", "O", "C", "N", "H", "H", "H", "H", "H", "H", "H", "H", "H", "H", "H", "C", "C", "C", "O", "C", "N", "H", "H", "H", "H", "H", "H", "H", "H", "H", "H", "H", "C", "C", "C", "O", "C", "N", "H", "H", "H", "H", "H", "H", "H", "H", "H", "H", "H", "C", "C", "C", "O", "C", "N", "H", "H", "H", "H", "H", "H", "H", "H", "H", "H", "H", "C", "C", "C", "O", "C", "N", "H", "H", "H", "H", "H", "H", "H", "H", "H", "H", "H", "C", "C", "C", "O", "C", "N", "H", "H", "H", "H", "H", "H", "H", "H", "H", "H", "H", "C", "C", "O", "O", "H", "H", "H", "H", "H", "H", "C", "C", "O", "O", "H", "H", "H", "H", "H", "H", "C", "C", "O", "O", "H", "H", "H", "H", "H", "H", "C", "C", "O", "O", "H", "H", "H", "H", "H", "H"], "positions_angstrom": [[3.45, 4.69, 2.94], [4.56, 3.82, 2.19], [5.39, 3.13, 3.33], [6.66, 2.65, 2.87], [7.34, 2.04, 4.01], [3.90, 2.94, 1.24], [2.63, 5.05, 2.32], [4.00, 5.48, 3.44], [3.00, 4.03, 3.68], [5.29, 4.42, 1.66], [4.89, 2.37, 3.92], [5.52, 3.89, 4.10], [6.70, 1.31, 4.51], [7.68, 2.69, 4.82], [8.23, 1.54, 3.64], [4.56, 2.44, 0.66], [3.25, 2.26, 1.61], [1.03, 4.87, -2.19], [2.49, 4.77, -2.35], [3.03, 5.52, -3.66], [2.48, 4.98, -4.83], [2.62, 3.57, -5.06], [3.00, 5.30, -1.08], [0.59, 4.39, -1.32], [0.44, 4.44, -3.00], [0.80, 5.93, -2.15], [2.86, 3.75, -2.38], [4.10, 5.31, -3.68], [2.92, 6.60, -3.68], [3.62, 3.23, -4.79], [2.37, 3.24, -6.07], [1.93, 3.12, -4.34], [3.97, 5.42, -1.35], [3.09, 4.50, -0.46], [-2.61, -3.40, -0.10], [-3.77, -3.03, 0.83], [-4.93, -4.13, 0.83], [-5.87, -3.83, 1.86], [-7.04, -4.53, 1.78], [-3.16, -2.99, 2.14], [-2.14, -4.31, 0.28], [-1.85, -2.63, -0.15], [-2.88, -3.67, -1.13], [-4.23, -2.08, 0.57], [-4.61, -5.17, 0.87], [-5.42, -4.13, -0.14], [-7.75, -4.36, 0.97], [-7.50, -4.29, 2.74], [-6.80, -5.59, 1.82], [-3.85, -2.58, 2.75], [-2.46, -2.25, 2.08], [-4.70, 1.19, 1.12], [-4.02, 1.20, 2.54], [-3.37, 2.61, 2.82], [-2.40, 2.89, 1.73], [-1.97, 4.21, 1.84], [-5.04, 0.91, 3.59], [-3.98, 1.27, 0.30], [-5.39, 2.03, 0.99], [-5.29, 0.28, 1.02], [-3.20, 0.48, 2.57], [-2.90, 2.57, 3.80], [-4.05, 3.46, 2.80], [-1.41, 4.30, 2.78], [-2.76, 4.95, 1.75], [-1.14, 4.35, 1.14], [-4.63, 0.98, 4.51], [-5.27, -0.07, 3.61], [-2.77, 1.73, -6.95], [-2.12, 3.01, -6.29], [-1.10, 2.74, -5.16], [-1.64, 1.84, -4.24], [-0.90, 1.73, -3.02], [-1.70, 3.84, -7.42], [-3.53, 2.10, -7.63], [-3.25, 1.22, -6.11], [-2.02, 1.12, -7.46], [-2.96, 3.46, -5.75], [-0.85, 3.68, -4.68], [-0.19, 2.34, -5.59], [-1.45, 0.98, -2.45], [-0.81, 2.70, -2.54], [0.06, 1.27, -3.24], [-1.30, 3.28, -8.16], [-0.92, 4.43, -7.17], [1.50, -3.09, 5.66], [0.49, -3.33, 4.49], [-0.95, -3.00, 4.97], [-1.13, -1.61, 5.25], [-2.35, -1.51, 5.97], [0.90, -2.45, 3.42], [1.21, -3.76, 6.47], [1.51, -2.02, 5.87], [2.53, -3.32, 5.40], [0.48, -4.40, 4.28], [-1.15, -3.61, 5.86], [-1.59, -3.37, 4.17], [-2.47, -2.15, 6.85], [-3.21, -1.74, 5.35], [-2.54, -0.46, 6.17], [0.97, -1.61, 3.97], [0.03, -2.25, 2.93], [1.15, -2.54, -2.53], [1.42, -3.15, -1.07], [1.40, -4.73, -0.99], [2.35, -5.20, -1.98], [2.04, -6.54, -2.51], [2.72, -2.69, -0.67], [2.03, -2.23, -3.09], [0.54, -1.63, -2.48], [0.65, -3.23, -3.21], [0.64, -2.76, -0.42], [0.37, -5.04, -1.16], [1.68, -5.01, 0.02], [0.99, -6.65, -2.78], [2.27, -7.26, -1.73], [2.66, -6.61, -3.40], [3.40, -3.15, -1.25], [2.88, -3.02, 0.27], [-3.46, -1.36, -2.75], [-3.43, -2.28, -3.94], [-4.41, -1.87, -5.03], [-4.59, -2.94, -5.99], [-5.32, -4.09, -5.58], [-2.10, -2.06, -4.52], [-3.58, -0.33, -3.09], [-2.57, -1.29, -2.13], [-4.27, -1.57, -2.06], [-3.67, -3.33, -3.74], [-4.20, -1.03, -5.69], [-5.37, -1.60, -4.60], [-5.09, -4.56, -4.62], [-5.15, -4.89, -6.30], [-6.39, -3.90, -5.65], [-1.88, -1.08, -4.55], [-2.11, -2.54, -5.41], [4.26, -0.95, 2.42], [4.48, -2.44, 2.74], [3.41, -3.27, 2.20], [3.01, -0.49, 2.88], [4.44, -0.69, 1.38], [5.05, -0.42, 2.95], [4.39, -2.50, 3.82], [5.47, -2.72, 2.40], [2.60, -3.05, 2.67], [2.41, -0.27, 2.16], [4.57, -0.01, -2.79], [3.83, 0.58, -1.62], [2.54, 0.04, -1.31], [4.10, 0.56, -4.00], [4.52, -1.09, -2.84], [5.63, 0.20, -2.93], [3.61, 1.64, -1.74], [4.46, 0.51, -0.73], [2.64, -0.89, -1.12], [3.76, -0.12, -4.58], [-0.43, 1.52, 4.94], [0.86, 2.28, 4.62], [1.98, 1.46, 4.86], [-0.63, 0.53, 3.96], [-1.30, 2.17, 5.02], [-0.27, 0.98, 5.88], [1.00, 3.14, 5.27], [0.90, 2.62, 3.58], [2.14, 0.93, 4.07], [-0.85, -0.24, 4.49], [-0.84, 0.17, 0.45], [0.17, 1.32, 0.69], [1.49, 0.80, 0.94], [-0.95, -0.72, 1.53], [-0.44, -0.38, -0.40], [-1.78, 0.62, 0.13], [-0.01, 1.87, 1.62], [0.35, 2.04, -0.11], [1.88, 0.53, 0.11], [-0.81, -0.25, 2.37]], "lowdin_charge": [-0.04, -0.37, -0.22, -0.18, -0.10, 0.05, 0.07, 0.07, 0.05, 0.13, 0.11, 0.11, 0.07, 0.08, 0.08, 0.06, 0.05, -0.08, -0.44, -0.17, -0.20, -0.08, 0.04, 0.07, 0.04, 0.09, 0.11, 0.11, 0.13, 0.08, 0.09, 0.06, 0.06, 0.03, -0.06, -0.39, -0.17, -0.19, -0.15, 0.05, 0.08, 0.05, 0.07, 0.12, 0.12, 0.11, 0.09, 0.09, 0.09, 0.06, 0.04, -0.04, -0.37, -0.14, -0.21, -0.13, 0.04, 0.06, 0.08, 0.06, 0.11, 0.09, 0.12, 0.08, 0.09, 0.08, 0.05, 0.06, -0.05, -0.40, -0.23, -0.20, -0.06, 0.03, 0.08, 0.05, 0.08, 0.13, 0.11, 0.12, 0.07, 0.07, 0.09, 0.06, 0.06, -0.03, -0.38, -0.18, -0.20, -0.08, 0.08, 0.08, 0.08, 0.07, 0.14, 0.12, 0.11, 0.10, 0.08, 0.09, 0.06, 0.06, -0.03, -0.36, -0.16, -0.21, -0.07, 0.05, 0.06, 0.05, 0.06, 0.12, 0.11, 0.12, 0.08, 0.08, 0.09, 0.09, 0.05, -0.08, -0.41, -0.18, -0.19, -0.12, 0.05, 0.08, 0.06, 0.08, 0.12, 0.12, 0.12, 0.08, 0.08, 0.08, 0.06, 0.07, -0.22, -0.19, -0.11, -0.09, 0.11, 0.11, 0.11, 0.12, 0.02, 0.04, -0.23, -0.20, -0.09, -0.07, 0.12, 0.12, 0.11, 0.10, 0.02, 0.09, -0.20, -0.24, -0.06, -0.09, 0.10, 0.13, 0.12, 0.11, 0.04, 0.01, -0.21, -0.16, -0.11, -0.09, 0.10, 0.09, 0.09, 0.12, 0.01, 0.03]}


{"formula": "C2H9NS2", "method": "ωB97M-V with the def2-TZVPD basis set", "smiles": "CCN.SS", "relative_energy_kcal_mol": 14.1, "gap_ev": 9.27, "lumo_energy_ev": 0.1, "symbols": ["S", "S", "H", "H", "C", "C", "N", "H", "H", "H", "H", "H", "H", "H"], "positions_angstrom": [[-0.56, -2.30, -1.94], [-1.43, -3.94, -0.97], [-1.35, -2.43, -3.01], [-0.32, -4.66, -0.98], [0.80, 2.14, 1.41], [0.41, 0.78, 0.82], [-0.58, 0.95, -0.25], [1.46, 2.66, 0.69], [1.37, 2.10, 2.33], [-0.11, 2.74, 1.41], [-0.03, 0.23, 1.66], [1.28, 0.19, 0.47], [-0.70, 0.01, -0.64], [-0.23, 1.54, -1.00]], "lowdin_charge": [0.26, 0.25, -0.21, -0.22, -0.12, -0.36, -0.03, 0.07, 0.06, 0.07, 0.10, 0.10, -0.03, 0.06]}


{"formula": "C4H7NO2", "method": "ωB97M-V with the def2-TZVPD basis set", "smiles": "CC(=O)CNC=O", "relative_energy_kcal_mol": 21.0, "gap_ev": 10.45, "lumo_energy_ev": 0.7, "symbols": ["C", "C", "C", "N", "C", "O", "O", "H", "H", "H", "H", "H", "H", "H"], "positions_angstrom": [[2.01, 0.52, 0.00], [0.52, 0.53, 0.21], [-0.20, -0.78, 0.59], [-1.60, -0.67, 0.27], [-1.86, -0.07, -0.94], [-2.87, 0.51, -1.26], [-0.12, 1.55, 0.09], [2.49, 0.70, 0.97], [2.27, 1.34, -0.67], [2.38, -0.43, -0.39], [-1.00, -0.23, -1.63], [-0.06, -0.94, 1.66], [0.25, -1.65, 0.09], [-2.22, -0.36, 1.01]], "lowdin_charge": [-0.01, -0.44, -0.14, 0.02, -0.38, 0.05, 0.09, 0.09, 0.09, 0.08, 0.14, 0.14, 0.12, 0.14]}


{"formula": "C38H25Br2N8O3Sm", "method": "ωB97M-V with the def2-TZVPD basis set", "relative_energy_kcal_mol": 12.8, "spin_multiplicity": 6, "s2": 8.7577, "gap_ev": [6.78, 6.80], "lumo_energy_ev": [-0.5, -0.5], "symbols": ["Sm", "O", "C", "N", "C", "C", "C", "C", "C", "C", "N", "C", "O", "C", "C", "C", "C", "C", "N", "C", "C", "C", "C", "C", "N", "H", "H", "H", "H", "H", "H", "H", "H", "H", "H", "H", "H", "Br", "C", "C", "C", "C", "C", "C", "N", "N", "C", "C", "C", "C", "O", "C", "N", "C", "C", "C", "C", "H", "H", "H", "H", "H", "H", "H", "H", "H", "Br", "C", "C", "C", "C", "N", "C", "H", "H", "H", "H"], "positions_angstrom": [[0.19, -0.29, -0.19], [1.36, -3.49, 2.30], [0.84, -2.42, 1.98], [-0.15, -2.17, 1.11], [-0.82, -3.19, 0.42], [-0.78, -4.54, 0.77], [-1.53, -5.48, 0.09], [-2.33, -5.10, -0.97], [-2.38, -3.77, -1.36], [-1.64, -2.79, -0.68], [-1.66, -1.42, -0.99], [-2.36, -0.90, -2.00], [-3.03, -1.45, -2.88], [-2.23, 0.62, -2.08], [-2.89, 1.26, -3.13], [-2.77, 2.63, -3.26], [-2.01, 3.33, -2.32], [-1.39, 2.61, -1.32], [-1.49, 1.29, -1.19], [1.41, -1.16, 2.61], [2.37, -1.31, 3.61], [2.95, -0.19, 4.16], [2.55, 1.06, 3.71], [1.59, 1.13, 2.72], [1.02, 0.05, 2.17], [-0.14, -4.84, 1.58], [-1.49, -6.52, 0.39], [-2.92, -5.83, -1.51], [-3.00, -3.46, -2.18], [-3.46, 0.65, -3.81], [-3.25, 3.15, -4.07], [-1.90, 4.40, -2.38], [-0.78, 3.12, -0.58], [2.63, -2.32, 3.91], [3.70, -0.27, 4.94], [2.98, 1.97, 4.10], [1.25, 2.09, 2.34], [4.57, -4.71, 5.78], [5.35, -3.73, 4.36], [5.07, -2.38, 4.23], [5.65, -1.65, 3.20], [6.55, -2.27, 2.33], [6.81, -3.63, 2.47], [6.19, -4.37, 3.47], [7.35, -1.50, 1.48], [6.96, -0.55, 0.78], [5.63, -0.24, 0.49], [5.38, 1.12, 0.33], [4.11, 1.61, 0.04], [3.03, 0.76, -0.18], [1.83, 1.20, -0.42], [3.30, -0.66, -0.16], [2.29, -1.49, -0.56], [2.48, -2.79, -0.57], [3.71, -3.37, -0.24], [4.76, -2.56, 0.10], [4.58, -1.16, 0.19], [4.41, -1.89, 4.94], [5.43, -0.60, 3.09], [7.49, -4.12, 1.78], [6.38, -5.43, 3.56], [6.20, 1.80, 0.49], [3.94, 2.68, -0.02], [1.64, -3.40, -0.89], [3.82, -4.44, -0.27], [5.73, -3.00, 0.27], [0.64, 3.08, -5.21], [0.47, 1.29, -4.62], [0.06, 0.29, -5.48], [-0.07, -0.99, -4.97], [0.20, -1.21, -3.63], [0.62, -0.24, -2.81], [0.77, 0.99, -3.30], [-0.17, 0.51, -6.51], [-0.39, -1.81, -5.60], [0.08, -2.19, -3.19], [1.13, 1.74, -2.62]], "lowdin_spin": [5.05, 0.00, 0.00, -0.01, 0.00, 0.00, 0.00, 0.00, 0.00, 0.00, -0.01, 0.00, 0.00, 0.00, 0.00, 0.00, 0.00, 0.00, -0.01, 0.00, 0.00, 0.00, 0.00, 0.00, -0.01, 0.00, 0.00, 0.00, 0.00, 0.00, 0.00, 0.00, 0.00, 0.00, 0.00, 0.00, 0.00, 0.00, 0.00, 0.00, 0.00, 0.00, 0.00, 0.00, 0.00, 0.00, 0.00, 0.00, 0.00, 0.00, -0.01, 0.00, -0.01, 0.00, 0.00, 0.00, 0.00, 0.00, 0.00, 0.00, 0.00, 0.00, 0.00, 0.00, 0.00, 0.00, 0.00, 0.00, 0.00, 0.00, 0.00, 0.00, 0.00, 0.00, 0.00, 0.00, 0.00]}


{"formula": "C5H13O", "method": "ωB97M-V with the def2-TZVPD basis set", "relative_energy_kcal_mol": 0.0, "spin_multiplicity": 2, "s2": 0.7536, "gap_ev": [8.89, 11.58], "lumo_energy_ev": [0.8, 0.2], "symbols": ["H", "C", "C", "C", "C", "C", "H", "H", "H", "H", "H", "H", "H", "H", "H", "H", "H", "O", "H"], "positions_angstrom": [[-2.69, -3.80, -3.34], [0.25, -0.05, -1.83], [-0.08, -0.16, -0.39], [0.65, 0.85, 0.51], [0.33, 0.78, 2.03], [1.07, 1.80, 2.86], [1.04, -0.71, -2.19], [-0.42, 0.57, -2.43], [-1.16, -0.05, -0.37], [0.18, -1.19, -0.15], [1.73, 0.73, 0.34], [0.41, 1.86, 0.12], [-0.75, 0.90, 2.20], [0.58, -0.23, 2.41], [0.79, 1.67, 3.91], [2.15, 1.71, 2.79], [0.86, 2.82, 2.59], [-2.76, -4.04, -4.27], [-2.20, -3.48, -4.78]], "lowdin_spin": [0.00, 0.72, 0.11, 0.04, 0.01, 0.00, 0.04, 0.04, 0.01, 0.01, 0.00, 0.00, 0.00, 0.00, 0.00, 0.00, 0.00, 0.00, 0.00]}


{"formula": "C4H12NO", "method": "ωB97M-V with the def2-TZVPD basis set", "relative_energy_kcal_mol": 23.8, "spin_multiplicity": 2, "charge": 2, "s2": 0.7551, "gap_ev": [10.25, 6.37], "lumo_energy_ev": [-9.9, -13.8], "symbols": ["C", "C", "C", "C", "N", "H", "H", "H", "H", "H", "H", "H", "H", "H", "H", "H", "H", "O"], "positions_angstrom": [[-2.22, 0.36, -1.08], [-1.41, 0.96, 0.08], [-0.15, 0.44, 0.50], [0.29, 0.37, 1.83], [0.71, -0.16, -0.52], [-3.22, 0.79, -1.05], [-2.24, -0.73, -0.96], [-1.81, 0.58, -2.06], [-2.01, 1.13, 0.98], [-1.21, 2.03, -0.24], [-0.32, 0.79, 2.62], [1.23, -0.13, 2.05], [0.06, -0.49, -1.25], [1.27, 0.55, -1.01], [1.27, -0.95, -0.11], [3.73, -1.48, -0.43], [3.04, -2.49, 0.47], [2.99, -1.56, 0.19]], "lowdin_spin": [0.04, 0.11, 0.27, 0.43, 0.03, 0.00, 0.01, 0.00, 0.01, 0.07, 0.01, 0.02, 0.00, 0.01, 0.00, 0.00, 0.00, 0.00]}